{"formula": "C43H62Br3Cl7F14N3Na2O8P", "method": "ωB97M-V with the def2-TZVPD basis set", "multiplicity": 1, "largest_force_ha_per_bohr": 0.099, "homo_lumo_gap_ha": 0.042, "mol_weight_g_mol": 1579.79, "species": ["Br", "Br", "Br", "Cl", "Cl", "Cl", "Cl", "Cl", "Cl", "Cl", "P", "Na", "Na", "F", "F", "F", "F", "F", "F", "F", "F", "F", "F", "F", "F", "F", "F", "O", "O", "O", "O", "O", "O", "O", "O", "N", "N", "N", "C", "C", "C", "C", "C", "C", "C", "C", "C", "C", "C", "C", "C", "C", "C", "C", "C", "C", "C", "C", "C", "C", "C", "C", "C", "C", "C", "C", "C", "C", "C", "C", "C", "C", "C", "C", "C", "C", "C", "C", "C", "C", "C", "H", "H", "H", "H", "H", "H", "H", "H", "H", "H", "H", "H", "H", "H", "H", "H", "H", "H", "H", "H", "H", "H", "H", "H", "H", "H", "H", "H", "H", "H", "H", "H", "H", "H", "H", "H", "H", "H", "H", "H", "H", "H", "H", "H", "H", "H", "H", "H", "H", "H", "H", "H", "H", "H", "H", "H", "H", "H", "H", "H", "H", "H"], "xyz": [[-6.39881, -2.31063, -8.92286], [-4.86719, -3.32319, -6.28558], [-3.18861, -2.28216, -8.81807], [0.55956, 3.71633, -6.62285], [-3.88066, -4.96107, -11.11799], [1.54797, 6.43117, -6.35258], [1.95997, 4.51579, -4.21362], [-6.67617, -5.62192, -10.66021], [-0.70001, 5.53875, -4.74887], [-5.54318, -5.86308, -13.32836], [1.72185, -0.70072, 1.57185], [5.93160, 0.05718, 7.75260], [-9.50806, -1.86586, 0.91433], [-3.00406, -4.15208, 1.57050], [0.26453, 2.87379, 0.49610], [-0.88032, -1.72522, -1.73020], [3.57339, 4.08698, 5.21719], [-4.26462, -2.22948, 1.03013], [1.63637, -4.63199, 1.10225], [1.29240, -5.64926, 3.09673], [-2.49972, -0.63719, -0.55330], [-1.73836, -4.22926, -0.80788], [5.47979, 4.02941, 6.23498], [-3.33699, -2.94782, -1.85165], [-4.61177, -4.20163, -0.01550], [3.26556, -4.55576, 2.84128], [5.03571, 2.59710, 4.68083], [3.63290, 1.14154, 6.58016], [0.29388, -0.22698, 2.50603], [3.24015, 4.04475, -8.81045], [-3.86239, 0.37629, 2.23494], [0.76209, -1.86281, 0.63455], [-8.43923, 3.81267, 0.68636], [-7.97271, 1.76841, -0.17367], [3.66986, 2.97135, 7.92387], [3.78509, 2.92542, -10.69882], [1.70665, 2.69111, -9.77751], [10.34717, 3.45294, 7.70578], [-1.19088, 0.51917, -3.97990], [-1.81498, -1.98560, -4.77122], [4.40202, -3.47082, 0.13521], [9.66619, 4.21831, 7.10651], [2.57877, 0.69994, 2.63894], [-5.00337, 1.99468, 0.63123], [2.93088, 3.27204, -9.70233], [5.41812, -4.60230, 0.38349], [-8.73582, 0.61286, -0.50872], [1.85499, 1.50131, 3.63188], [-10.19171, 2.16746, 0.50713], [2.03419, -1.82790, 3.08662], [-2.95960, 0.16520, 3.34358], [3.06022, 2.20624, 8.97523], [6.49895, -3.18197, 2.32880], [1.25624, -3.22203, 3.19314], [1.90413, -4.48433, 2.47332], [8.81453, 5.19293, 6.34937], [-0.96250, -0.80436, 2.04852], [-2.05153, -1.16988, 3.15459], [-3.58231, -3.35084, 0.53286], [3.89742, 2.30969, 6.76393], [-0.66552, -1.79210, 0.80741], [5.58255, -0.73622, 2.93212], [-0.01946, 1.50919, -1.73800], [4.10072, 1.38514, 9.71387], [0.84256, 5.05095, -5.48378], [-8.79213, 2.70845, 0.38176], [4.49765, 3.25169, 5.72222], [3.30181, -1.05469, 0.56802], [1.19666, 0.65036, -1.06373], [6.51680, -4.49228, 1.49811], [-4.80625, -3.16615, -8.21716], [-0.68330, -0.82179, -4.75462], [-9.96406, 0.67897, 0.36657], [0.00600, 1.38020, -3.34084], [-1.62123, -1.76045, -0.48973], [-5.50884, -4.95436, -11.81068], [-2.55085, -3.07633, -0.65114], [5.46740, -2.04963, 2.05104], [4.34403, -2.12857, 0.96980], [1.22785, 0.85959, 0.51859], [-4.00480, 1.77050, 1.89751], [-2.01695, 0.30372, -3.22436], [-2.41816, -2.02242, -5.75165], [7.82747, 4.76407, 6.17251], [0.24592, 2.60660, -1.49711], [-1.57044, -1.33482, 4.19604], [4.70421, 3.33586, -10.67826], [-5.35219, 0.98250, 0.22356], [-4.78414, -4.17830, -8.61863], [-4.48663, 2.56157, -0.22873], [-4.47106, 2.34680, 2.76930], [-3.02126, 2.28385, 1.62899], [7.30002, -3.07728, 3.15109], [2.97592, -1.32368, -0.51142], [6.53254, -0.77821, 3.58757], [-5.78687, -3.92339, -12.02209], [3.64848, -3.62715, -0.71390], [1.43414, 2.05367, -10.50318], [4.70751, -0.58884, 3.67085], [-5.92541, 2.59704, 0.92214], [-8.14383, -0.28695, -0.31580], [4.90836, 2.02470, 10.08113], [3.55083, 2.29221, -11.44132], [-10.82084, 0.14273, -0.05216], [1.69336, 0.98338, 4.65064], [1.02773, 0.96866, -3.65092], [3.11863, -1.98485, 3.39734], [-0.07670, 2.45034, -3.75934], [2.14737, 1.16467, -1.49458], [0.19249, -1.26272, -4.14048], [-1.02855, 1.31819, -1.24696], [0.10881, -3.15338, 3.06858], [-10.80319, 2.56505, -0.30568], [-9.74168, 0.24742, 1.35110], [7.30471, -5.28130, 1.70624], [4.55600, 0.64639, 9.05313], [9.27950, 5.42429, 5.38982], [1.04236, 2.92292, -9.05522], [3.65222, 0.86226, 10.56067], [2.04291, 1.65746, 0.73784], [-8.98197, 0.65287, -1.57352], [-2.57469, -1.69691, -3.95085], [8.70518, 6.11418, 6.92379], [-1.64752, 1.17601, -4.81978], [-0.37374, -0.59930, -5.82943], [1.24345, -0.42098, -1.45023], [5.66072, 0.23715, 2.33050], [-3.56888, 0.12386, 4.32069], [5.45966, -5.56114, -0.25207], [-1.35469, -3.01716, -4.61602], [3.66386, 1.01683, 2.47354], [2.25805, 1.57696, 8.58078], [1.53093, 2.57900, 3.45517], [1.34332, -3.49800, 4.32180], [-2.22864, 1.04638, 3.37756], [-2.67674, -2.10011, 2.95088], [0.25447, 1.34146, 0.85660], [-1.42867, 0.13898, 1.55473], [2.60238, 2.92039, 9.66211], [-0.87823, -2.87829, 1.17005], [3.84121, -0.03496, 0.44907], [-10.62621, 2.41933, 1.47417], [1.59800, -1.24469, 3.99369]], "mulliken_charge": [-0.05, -0.02, -0.03, -0.12, -0.10, -0.12, -0.07, -0.11, -0.11, -0.13, 2.42, 0.83, 0.85, -0.25, -0.84, -0.21, -0.23, -0.12, -0.18, -0.35, -0.17, -0.25, -0.25, -0.32, -0.33, -0.27, -0.21, -0.52, -0.36, -0.58, -0.19, -1.09, -0.51, -0.24, -0.31, -0.40, -0.27, -0.41, -0.48, -0.21, -0.67, 0.31, -0.69, -0.69, 0.62, -0.60, -0.07, -0.91, -0.68, -0.32, -0.92, -0.22, -0.70, -0.57, 0.79, -0.37, -0.08, -0.64, 0.53, 0.31, 0.17, -0.76, 0.09, -0.61, 0.32, 0.45, 0.84, -0.39, -0.60, -0.54, -0.19, -0.53, -0.64, 0.25, 0.67, 0.09, 0.34, 0.96, 0.50, -1.02, -0.13, 0.10, -0.21, -0.03, 0.47, 0.40, 0.22, -0.02, 0.23, 0.31, 0.33, 0.21, 0.17, 0.24, 0.38, 0.28, 0.23, 0.16, 0.04, 0.16, 0.19, 0.38, 0.15, 0.39, -0.10, 0.38, 0.35, -0.63, 0.29, 0.17, -0.24, -0.14, 0.30, 0.27, 0.32, -0.33, 0.27, 0.14, 0.42, 0.56, 0.26, 0.04, 0.26, 0.38, 0.41, -0.15, 0.17, 0.24, 0.27, 0.27, 0.28, 0.29, 0.21, 0.45, 0.39, 0.20, 0.54, -0.16, 0.39, 0.13, 0.53, 0.30, 0.09]}